No. 1
# C17H25ClN2O3

C17H25ClN2O3 in the gas phase in a non-equilibrium geometry (the ωB97M-V functional and the def2-TZVPD basis, the Open Molecules 2025 dataset).

Summary:
**Energy above the lowest of the compared OMol25 structures with the same formula, charge and spin**: 1244.5 kJ/mol
**SMILES string**: CCCC(O)(CCC)C(=O)NN(C(=O)CCl)c1cccc(C)c1
**LUMO level**: -0.356 eV
**Net charge**: 0

Atoms and positions in Å:
C (3.87, -0.87, -1.29)
H (3.69, -0.24, -2.19)
C (3.11, -0.44, -0.03)
C (1.78, -0.17, -0.22)
H (1.76, 0.31, -1.23)
H (1.37, -1.04, -0.31)
C (1.32, 0.81, 1.01)
C (1.14, -0.29, 2.36)
C (2.33, 0.06, 3.32)
C (2.21, -0.65, 4.51)
H (2.94, -0.41, 5.42)
H (2.25, -1.83, 4.48)
H (1.39, -0.53, 4.93)
H (3.18, -0.02, 2.84)
H (2.31, 1.10, 3.49)
H (1.22, -1.11, 2.16)
H (0.30, 0.14, 2.75)
C (-0.20, 1.05, 0.56)
O (-0.72, 2.03, 0.25)
N (-1.12, 0.03, 0.57)
N (-2.37, -0.02, 0.04)
C (-3.45, 0.19, 1.04)
O (-4.70, 0.17, 0.61)
C (-3.09, 0.06, 2.45)
H (-4.12, -0.26, 3.04)
H (-2.43, 0.63, 2.61)
Cl (-2.30, -1.71, 2.52)
C (-2.66, 0.24, -1.29)
C (-3.40, 1.25, -1.86)
C (-3.54, 1.42, -3.31)
C (-2.73, 0.65, -4.04)
C (-1.63, -0.26, -3.61)
C (-1.67, -0.33, -2.22)
H (-0.77, -1.02, -1.90)
C (-0.64, -0.83, -4.53)
H (0.08, -0.97, -3.89)
H (-1.12, -1.99, -4.81)
H (-0.57, -0.01, -5.37)
H (-2.71, 0.89, -5.13)
H (-4.29, 2.08, -3.49)
H (-4.18, 1.81, -1.33)
H (-0.81, -0.77, 1.04)
O (1.94, 1.88, 1.23)
H (1.40, 2.58, 0.74)
H (3.81, 0.43, 0.40)
H (3.37, -1.13, 0.67)
H (3.44, -1.83, -1.69)
H (4.98, -1.09, -1.31)

No. 2
# C17H25F16NO3P

3 unconnected molecules or ions with the total composition C17H25F16NO3P (the ωB97M-V functional and the def2-TZVPD basis, the Open Molecules 2025 dataset).

Summary:
**LUMO level**: -2.331 eV
**Net charge**: +1

Atoms and positions in Å:
C (-1.73, -2.05, 1.41)
C (-2.10, -3.32, 0.64)
P (-0.99, -4.05, -0.64)
C (-1.42, -3.04, -2.09)
N (0.72, -3.36, -0.35)
C (1.07, -1.91, -0.47)
C (2.58, -1.82, -0.65)
O (3.27, -2.63, 0.30)
C (2.49, -3.06, 1.40)
C (1.31, -3.92, 0.94)
H (-2.54, -1.75, 2.08)
H (-0.82, -2.16, 2.01)
H (-1.58, -1.22, 0.72)
H (-2.38, -4.13, 1.32)
H (-3.01, -3.08, 0.08)
H (-2.40, -3.37, -2.47)
H (-0.67, -3.21, -2.87)
H (-1.44, -1.99, -1.84)
H (1.26, -3.82, -1.09)
H (0.58, -1.45, -1.32)
H (0.75, -1.39, 0.43)
H (2.90, -0.78, -0.59)
H (2.85, -2.19, -1.65)
H (3.14, -3.68, 2.01)
H (2.16, -2.22, 2.02)
H (0.53, -3.99, 1.69)
H (1.65, -4.93, 0.71)
C (0.23, 3.19, 5.11)
C (-1.17, 3.80, 5.25)
C (-2.34, 2.86, 5.53)
F (-2.49, 1.97, 4.51)
F (-3.47, 3.58, 5.63)
F (-1.45, 4.57, 4.17)
F (-1.11, 4.61, 6.34)
O (0.72, 2.98, 3.79)
C (0.52, 1.84, 3.09)
C (-0.24, 2.09, 1.78)
F (-1.45, 2.60, 2.01)
F (-0.39, 0.88, 1.16)
F (-0.06, 0.86, 3.81)
F (1.74, 1.36, 2.72)
H (0.90, 3.95, 5.52)
H (0.34, 2.30, 5.73)
H (-2.18, 2.31, 6.46)
H (0.33, 2.75, 1.13)
C (-0.52, 0.93, -5.25)
C (-0.83, 0.26, -3.91)
C (-1.33, 1.14, -2.76)
F (-0.41, 2.05, -2.40)
F (-1.57, 0.35, -1.67)
F (0.24, -0.47, -3.48)
F (-1.84, -0.63, -4.14)
O (0.83, 1.24, -5.51)
C (1.40, 2.43, -5.15)
C (2.60, 2.22, -4.21)
F (2.21, 1.56, -3.09)
F (3.09, 3.42, -3.85)
F (0.51, 3.28, -4.62)
F (1.90, 3.00, -6.27)
H (-0.78, 0.18, -5.99)
H (-1.18, 1.79, -5.41)
H (-2.27, 1.64, -3.03)
H (3.37, 1.64, -4.72)

No. 3
# C17H25F3N2O3

C17H25F3N2O3 in the gas phase (the ωB97M-V functional and the def2-TZVPD basis, the Open Molecules 2025 dataset).

Summary:
**Energy above the lowest of the compared OMol25 structures with the same formula, charge and spin**: 21.7 kJ/mol
**SMILES string**: CCCCCNCC(=O)Nc1cc(C(F)(F)F)ccc1OCCOC
**LUMO level**: 0.471 eV
**Net charge**: 0

Atoms and positions in Å:
C (-5.69, -1.05, 0.84)
C (-5.93, 0.41, 0.45)
C (-5.69, 0.68, -1.03)
C (-4.22, 0.64, -1.45)
C (-3.39, 1.81, -0.92)
N (-3.12, 1.70, 0.51)
H (-2.89, 2.62, 0.87)
C (-2.03, 0.81, 0.85)
C (-0.66, 1.43, 0.60)
O (-0.51, 2.62, 0.42)
N (0.36, 0.52, 0.64)
C (1.73, 0.73, 0.51)
C (2.29, 1.98, 0.29)
C (3.67, 2.09, 0.17)
C (4.49, 0.98, 0.28)
C (3.93, -0.27, 0.49)
C (2.56, -0.41, 0.61)
O (1.90, -1.59, 0.84)
C (2.64, -2.78, 1.02)
C (3.27, -3.32, -0.28)
O (4.67, -3.25, -0.16)
C (5.34, -3.72, -1.30)
H (6.41, -3.63, -1.10)
H (5.10, -4.77, -1.50)
H (5.09, -3.13, -2.19)
H (2.96, -4.36, -0.45)
H (2.92, -2.72, -1.13)
H (1.90, -3.49, 1.40)
H (3.43, -2.65, 1.76)
H (4.58, -1.13, 0.56)
H (5.56, 1.08, 0.18)
C (4.25, 3.46, -0.05)
F (4.14, 4.24, 1.05)
F (3.64, 4.13, -1.04)
F (5.56, 3.44, -0.36)
H (1.66, 2.84, 0.21)
H (0.12, -0.45, 0.82)
H (-2.13, -0.12, 0.27)
H (-2.10, 0.56, 1.91)
H (-3.95, 2.73, -1.08)
H (-2.45, 1.88, -1.50)
H (-4.17, 0.67, -2.55)
H (-3.78, -0.31, -1.15)
H (-6.24, -0.06, -1.62)
H (-6.09, 1.66, -1.28)
H (-5.27, 1.05, 1.04)
H (-6.96, 0.67, 0.69)
H (-4.65, -1.33, 0.69)
H (-6.31, -1.71, 0.24)
H (-5.93, -1.20, 1.89)

No. 4
# C17H25N2O6S2Tc

A molecular structure, C17H25N2O6S2Tc (the ωB97M-V functional and the def2-TZVPD basis, the Open Molecules 2025 dataset).

Summary:
**Energy above the lowest of the compared OMol25 structures with the same formula, charge and spin**: 72.7 kJ/mol
**LUMO level**: -1.484 eV
**Net charge**: 0

Atoms and positions in Å:
Tc (-1.27, 0.08, -0.06)
C (4.73, -0.29, -1.30)
C (3.36, 0.15, -1.74)
C (2.66, 1.13, -1.05)
C (1.38, 1.51, -1.43)
C (0.80, 0.90, -2.54)
C (1.49, -0.06, -3.27)
C (2.76, -0.43, -2.86)
S (-0.88, 1.29, -2.93)
O (-1.12, 0.98, -4.31)
O (-1.12, 2.61, -2.43)
N (-1.76, 0.25, -1.99)
C (-1.96, -1.08, -2.58)
C (-0.77, -1.96, -2.14)
O (-0.36, -2.88, -2.80)
O (-0.31, -1.56, -0.99)
H (5.10, 0.34, -0.49)
H (5.44, -0.24, -2.13)
H (4.70, -1.32, -0.95)
H (3.13, 1.61, -0.19)
H (0.86, 2.31, -0.92)
H (1.02, -0.52, -4.12)
H (3.29, -1.19, -3.42)
H (-2.08, -1.06, -3.66)
H (-2.85, -1.52, -2.14)
N (-2.62, 2.60, 4.09)
C (-2.04, 2.03, 3.00)
O (-1.06, 1.32, 3.11)
C (-2.71, 2.34, 1.68)
C (-1.85, 2.04, 0.45)
H (-2.27, 2.37, 5.00)
H (-3.45, 3.16, 4.01)
H (-3.01, 3.39, 1.69)
H (-3.63, 1.76, 1.64)
H (-0.96, 2.68, 0.45)
H (-2.43, 2.34, -0.42)
C (2.19, -1.08, 1.33)
C (1.09, -0.15, 1.79)
O (-0.21, -0.72, 1.49)
C (-0.65, -1.78, 2.38)
C (-0.89, -3.06, 1.62)
H (3.15, -0.61, 1.50)
H (2.08, -1.30, 0.27)
H (2.17, -2.02, 1.89)
H (1.11, 0.80, 1.26)
H (1.10, 0.07, 2.85)
H (-1.54, -1.40, 2.89)
H (0.14, -1.91, 3.12)
H (-1.70, -2.96, 0.91)
H (-1.15, -3.84, 2.34)
H (0.01, -3.36, 1.08)
S (-4.25, -1.18, 0.66)
C (-2.84, -0.58, 0.34)

No. 5
# C17H25N3O

C17H25N3O in the gas phase in a non-equilibrium geometry (the ωB97M-V functional and the def2-TZVPD basis, the Open Molecules 2025 dataset).

Summary:
**Energy above the lowest of the compared OMol25 structures with the same formula, charge and spin**: 308.5 kJ/mol
**SMILES string**: CCC(=O)N(c1ccccn1)[C@H](C)CN1C[C@@H]2C[C@]2(C)C1
**LUMO level**: 0.732 eV
**Net charge**: 0

Atoms and positions in Å:
O (-2.35, 1.49, 3.09)
N (-3.33, -1.45, 1.32)
C (-1.81, 1.45, 2.01)
C (-3.73, -2.62, 1.86)
C (-2.22, -0.86, 1.79)
C (-3.11, -3.21, 2.92)
C (-1.53, -1.43, 2.90)
C (-1.98, -2.62, 3.48)
N (1.59, -0.23, -0.67)
N (-1.70, 0.28, 1.20)
C (-1.91, 3.45, 0.58)
C (-1.44, -0.82, -1.00)
C (3.23, 1.24, -3.66)
C (-1.08, 2.74, 1.62)
C (0.60, -0.25, 0.44)
C (1.99, -1.51, -1.36)
C (1.86, 0.98, -1.47)
C (4.21, -0.20, -1.71)
C (-0.81, 0.16, 0.01)
C (3.06, -1.01, -2.35)
C (3.00, 0.52, -2.34)
H (-4.64, -3.08, 1.48)
H (-3.57, -4.11, 3.34)
H (-0.65, -0.94, 3.29)
H (-1.52, -3.05, 4.37)
H (-2.90, 3.71, 1.04)
H (-1.39, 4.37, 0.26)
H (-2.12, 2.86, -0.29)
H (-0.88, -0.76, -1.93)
H (-2.49, -0.60, -1.24)
H (-1.35, -1.85, -0.70)
H (4.11, 0.85, -4.17)
H (2.42, 1.11, -4.35)
H (3.39, 2.27, -3.47)
H (-0.89, 3.37, 2.50)
H (-0.07, 2.53, 1.23)
H (0.97, 0.44, 1.18)
H (0.51, -1.28, 0.84)
H (1.12, -1.92, -1.92)
H (2.40, -2.23, -0.69)
H (2.12, 1.83, -0.78)
H (0.95, 1.25, -2.03)
H (5.16, -0.28, -2.25)
H (4.31, -0.21, -0.64)
H (-0.75, 1.17, -0.47)
H (3.23, -1.57, -3.26)

No. 6
# C17H25N3O3

C17H25N3O3 in the gas phase (the ωB97M-V functional and the def2-TZVPD basis, the Open Molecules 2025 dataset).

Summary:
**Energy above the lowest of the compared OMol25 structures with the same formula, charge and spin**: 175.7 kJ/mol
**SMILES string**: CCCN1CCN(C(=O)Nc2ccc(C(=O)OCC)cc2)CC1
**LUMO level**: 0.622 eV
**Net charge**: 0

Atoms and positions in Å:
C (5.14, 0.39, -3.50)
H (5.04, 1.47, -3.41)
C (5.57, -0.22, -2.17)
C (4.51, 0.02, -1.09)
N (3.25, -0.60, -1.44)
C (3.21, -2.04, -1.25)
H (2.77, -2.50, -2.14)
C (2.40, -2.46, -0.03)
N (1.02, -2.02, -0.17)
C (0.04, -2.94, -0.04)
O (0.25, -4.12, 0.19)
N (-1.28, -2.48, -0.21)
C (-1.90, -1.44, 0.45)
C (-3.23, -1.14, 0.14)
C (-3.88, -0.10, 0.76)
C (-3.23, 0.68, 1.71)
C (-1.91, 0.37, 2.04)
C (-1.25, -0.67, 1.43)
H (-0.24, -0.92, 1.72)
H (-1.41, 0.97, 2.79)
C (-3.88, 1.81, 2.39)
O (-3.33, 2.54, 3.19)
O (-5.17, 1.94, 2.04)
C (-5.89, 3.02, 2.64)
C (-5.65, 4.33, 1.90)
H (-5.92, 4.22, 0.85)
H (-4.61, 4.61, 1.97)
H (-6.26, 5.11, 2.34)
H (-6.94, 2.72, 2.59)
H (-5.58, 3.12, 3.69)
H (-4.91, 0.12, 0.51)
H (-3.74, -1.75, -0.59)
H (-1.90, -3.24, -0.46)
C (0.86, -0.78, -0.93)
C (2.12, 0.06, -0.80)
H (1.96, 1.02, -1.31)
H (2.30, 0.27, 0.26)
H (0.01, -0.21, -0.55)
H (0.68, -1.01, -1.99)
H (2.83, -2.02, 0.88)
H (2.39, -3.55, 0.08)
H (4.23, -2.43, -1.15)
H (4.89, -0.33, -0.11)
H (4.34, 1.10, -1.01)
H (6.51, 0.23, -1.84)
H (5.74, -1.29, -2.30)
H (5.87, 0.17, -4.27)
H (4.18, -0.02, -3.79)

Number 1: HOMO -0.3082 Ha. Number 2: HOMO -0.4752 Ha. Number 3: HOMO -0.3169 Ha. Number 4: HOMO -0.3188 Ha. Number 5: HOMO -0.2952 Ha. Number 6: HOMO -0.3147 Ha.